# 1
{"formula": "C3H7Cl4Hg2O", "method": "the ωB97M-V functional and the def2-TZVPD basis", "homo_lumo_gap_ev": 1.3767, "spin_multiplicity": 1, "charge": 3, "relative_energy_ev": 2.475, "lumo_energy_ha": -0.5931, "species": ["Hg", "Hg", "C", "O", "H", "H", "H", "C", "Cl", "Cl", "H", "H", "C", "Cl", "Cl", "H", "H"], "xyz": [[-9.49, -14.58, -4.80], [-7.00, -16.88, 0.39], [-5.53, -17.77, -4.87], [-6.23, -17.01, -3.87], [-5.73, -18.83, -4.74], [-5.85, -17.44, -5.86], [-4.46, -17.60, -4.73], [-1.13, -20.74, -9.88], [-0.84, -19.61, -8.53], [-2.45, -21.87, -9.43], [-1.57, -20.23, -10.74], [-0.23, -21.27, -10.19], [-5.40, -23.36, -1.34], [-3.74, -23.59, -2.00], [-5.53, -21.92, -0.35], [-6.14, -23.30, -2.14], [-5.47, -24.28, -0.76]], "mulliken_charge": [0.7214, 0.7911, -0.3228, -0.1525, 0.2418, 0.2845, 0.2871, -0.1817, 0.0533, 0.0785, 0.3140, 0.3528, -0.2092, 0.0646, 0.0263, 0.3265, 0.3244]}

# 2
{"formula": "C3H7ClN2", "method": "the ωB97M-V functional and the def2-TZVPD basis", "homo_lumo_gap_ev": 8.6290, "spin_multiplicity": 1, "charge": 0, "relative_energy_ev": 5.091, "lumo_energy_ha": 0.0230, "species": ["C", "C", "C", "N", "N", "Cl", "H", "H", "H", "H", "H", "H", "H"], "xyz": [[0.88, 0.83, 1.23], [2.40, -0.98, 0.91], [-2.06, 0.53, -1.24], [1.80, 0.05, 1.27], [-0.91, -0.27, -0.86], [-1.00, -1.55, 0.34], [0.82, 1.87, 1.61], [2.70, -1.78, 1.56], [2.73, -1.06, -0.09], [-0.08, 0.27, -0.55], [-2.96, -0.19, -1.43], [-2.41, 1.20, -0.44], [-1.91, 1.08, -2.28]], "mulliken_charge": [-0.3824, -0.3794, -0.5920, 0.0200, -0.2910, -0.1259, 0.2087, 0.2520, 0.2562, 0.2702, 0.2084, 0.2921, 0.2631]}

# 3
{"formula": "C3H7ClN2S", "method": "the ωB97M-V functional and the def2-TZVPD basis", "smiles": "S=CNNCCCl", "homo_lumo_gap_ev": 8.8198, "spin_multiplicity": 1, "charge": 0, "relative_energy_ev": 2.201, "lumo_energy_ha": 0.0093, "species": ["S", "C", "N", "N", "C", "C", "Cl", "H", "H", "H", "H", "H", "H", "H"], "xyz": [[-3.04, -1.47, -0.19], [-1.88, -0.34, 0.19], [-1.31, 0.64, -0.53], [-0.23, 1.25, 0.08], [1.04, 0.68, -0.17], [1.25, -0.94, 0.26], [2.93, -1.25, -0.26], [-1.23, -0.75, 1.02], [-1.79, 0.91, -1.50], [-0.43, 1.66, 0.97], [1.42, 0.85, -1.26], [1.79, 1.23, 0.34], [0.95, -0.90, 1.30], [0.54, -1.58, -0.26]], "mulliken_charge": [-0.2933, -0.1904, -0.0982, -0.2559, -0.6248, -0.4748, -0.1918, 0.1759, 0.2577, 0.2943, 0.3233, 0.4402, 0.3376, 0.3003]}

# 4
{"formula": "C3H7ClN2S", "method": "the ωB97M-V functional and the def2-TZVPD basis", "homo_lumo_gap_ev": 9.4403, "spin_multiplicity": 1, "charge": 0, "relative_energy_ev": 3.344, "lumo_energy_ha": 0.0160, "species": ["C", "C", "C", "H", "H", "H", "H", "H", "H", "H", "N", "N", "S", "Cl"], "xyz": [[-2.25, -0.18, -0.17], [0.18, -0.24, 0.16], [1.36, -1.04, 0.81], [-2.28, 1.08, -0.17], [-2.53, -0.47, -1.33], [-3.18, -0.71, 0.68], [1.86, -0.33, 1.50], [0.61, -1.76, 1.16], [-0.15, 1.22, -1.41], [2.68, 1.64, -0.77], [-0.98, -0.72, 0.17], [0.52, 1.01, -0.44], [1.76, 2.00, 0.16], [2.40, -1.52, -0.37]], "mulliken_charge": [-0.7469, 0.3351, -0.3717, 0.2390, 0.2538, 0.2386, 0.3095, 0.2863, 0.3191, 0.1438, -0.3642, -0.3347, -0.1593, -0.1484]}

We obtain calculated total energy values of -63668.8718 -18722.2424 -29559.9384 -29558.7947 eV for the records listed above, in that order.